1.
{
  "formula": "C9H23AlF4O8PSSi2",
  "method": "ωB97M-V/def2-TZVPD",
  "e_homo_ev": -6.9,
  "gap_ev": 9.0,
  "total_charge": -1,
  "elements": ["C", "Si", "O", "Si", "C", "C", "C", "C", "O", "C", "O", "C", "C", "C", "S", "O", "O", "O", "P", "O", "O", "H", "H", "H", "H", "H", "H", "H", "H", "H", "H", "H", "H", "H", "H", "H", "H", "H", "H", "H", "H", "H", "H", "H", "F", "Al", "F", "F", "F"],
  "xyz": [[0.5283, 1.8708, 2.1803], [1.5134, 2.2678, 0.6565], [0.6772, 2.0015, -0.7561], [0.5882, 0.5278, -1.5421], [-1.1157, 0.4300, -2.2860], [-2.1897, 0.6286, -1.1899], [-2.9349, -0.6653, -0.8690], [-3.9773, -0.4448, 0.2142], [-4.9380, -1.5289, 0.2294], [-6.1023, -1.2173, -0.3457], [-6.4901, -1.6472, -1.3897], [0.7778, -0.9049, -0.3709], [2.1743, -1.4816, -0.0100], [3.3057, -1.0830, -0.9453], [4.8313, -1.9190, -0.5916], [4.6508, -3.3323, -0.6962], [5.8846, -1.2540, -1.3106], [5.0262, -1.6260, 0.9646], [2.0436, 4.4746, 0.6720], [3.1910, 4.5226, -0.5268], [0.6996, 5.0448, -0.0963], [0.4077, 2.7474, 2.8155], [0.9923, 1.0712, 2.7583], [-0.4536, 1.4911, 1.8942], [2.8190, 1.5477, 0.6610], [1.5859, 0.4992, -2.6416], [-1.2020, 1.2072, -3.0488], [-1.2616, -0.5399, -2.7651], [-2.9167, 1.3820, -1.5059], [-1.7496, 1.0104, -0.2628], [-2.2353, -1.4144, -0.4906], [-3.4374, -1.0444, -1.7601], [-4.5049, 0.5014, 0.0487], [-3.5156, -0.4166, 1.2008], [-6.7132, -0.5238, 0.2499], [0.2695, -0.6738, 0.5632], [0.1941, -1.7147, -0.8159], [2.4138, -1.2205, 1.0199], [2.1043, -2.5701, -0.0285], [3.0995, -1.3764, -1.9744], [3.5646, -0.0236, -0.8919], [4.9890, -0.6655, 1.0969], [3.0610, 3.8342, -1.1911], [0.2685, 4.3765, -0.6469], [-0.0521, -3.0782, 3.8189], [-1.1942, -2.4484, 2.7649], [-0.9390, -3.0551, 1.2084], [-0.9900, -0.7659, 2.6515], [-2.7482, -2.8013, 3.2811]]
}

=====

2.
{
  "formula": "C5H7NO3",
  "method": "ωB97M-V/def2-TZVPD",
  "e_homo_ev": -8.9,
  "gap_ev": 9.3,
  "de_lowest_kj_mol": 498.81,
  "total_charge": 0,
  "smiles": "C=C(O)C(=O)/C(C)=N/O",
  "elements": ["C", "C", "O", "C", "O", "C", "C", "N", "O", "H", "H", "H", "H", "H", "H", "H"],
  "xyz": [[2.0206, 1.1760, -0.5031], [0.8006, 1.1848, 0.0278], [0.4219, 1.7057, 1.2213], [-0.5568, 0.8173, -0.8976], [-0.9538, 1.4156, -1.8294], [-0.6429, -0.5157, -0.2918], [-1.5239, -0.6401, 0.9226], [-0.1600, -1.4826, -0.9997], [-0.3479, -2.7488, -0.3869], [2.1638, 0.7188, -1.4660], [2.8593, 1.6589, -0.0226], [1.1742, 2.1378, 1.6503], [-1.1011, -1.3975, 1.5766], [-2.5102, -0.9721, 0.6078], [-1.6280, 0.3058, 1.4439], [-0.0158, -3.3638, -1.0534]]
}

=====

3.
{
  "formula": "C3H2BrClF2",
  "method": "ωB97M-V/def2-TZVPD",
  "e_homo_ev": [-11.0, -9.1],
  "gap_ev": [9.6, 5.5],
  "de_lowest_kj_mol": 358.44,
  "total_charge": 0,
  "elements": ["C", "C", "C", "F", "F", "Cl", "Br", "H", "H"],
  "xyz": [[-0.6681, 0.5216, -0.4029], [-0.2752, -0.2782, 0.8299], [0.2557, -0.6405, -0.4644], [0.4831, 0.1901, 1.7973], [-1.2508, -1.0405, 1.4468], [0.3420, -1.9978, -1.4000], [3.2690, 1.2606, -1.1052], [-1.7375, 0.3921, -0.6212], [-0.4182, 1.5925, -0.0803]]
}

=====

4.
{
  "formula": "C38H70B2F5O21S2",
  "method": "ωB97M-V/def2-TZVPD",
  "e_homo_ev": -4.4,
  "gap_ev": 6.2,
  "de_lowest_kj_mol": 0.00,
  "total_charge": -1,
  "elements": ["C", "C", "O", "B", "O", "C", "S", "O", "C", "C", "C", "O", "C", "C", "O", "C", "O", "O", "C", "C", "C", "C", "O", "C", "O", "C", "C", "B", "O", "O", "C", "C", "C", "C", "S", "O", "O", "C", "F", "F", "C", "F", "F", "F", "H", "H", "H", "H", "H", "H", "H", "H", "H", "H", "H", "H", "H", "H", "H", "H", "H", "H", "H", "H", "H", "H", "H", "H", "H", "H", "H", "H", "H", "H", "H", "H", "H", "H", "H", "H", "H", "H", "O", "C", "O", "C", "C", "C", "H", "H", "H", "H", "H", "H", "H", "H", "O", "C", "O", "C", "C", "C", "H", "H", "H", "H", "H", "H", "H", "H", "O", "C", "O", "C", "C", "C", "H", "H", "H", "H", "H", "H", "H", "H", "O", "C", "O", "C", "C", "C", "H", "H", "H", "H", "H", "H", "H", "H"],
  "xyz": [[0.8049, -2.1466, 3.4182], [0.3813, -1.0654, 2.3710], [0.6498, -1.4813, 0.9990], [0.0040, -0.6093, 0.1217], [-0.1457, 0.7421, 0.4550], [-0.5910, -1.1104, -1.3247], [-0.6889, -2.9381, -1.2074], [-1.8245, -0.3890, -1.4353], [-3.0487, -1.0761, -1.2846], [-3.4345, -1.4142, 0.2010], [-4.8410, -2.0940, 0.2682], [-5.7338, -1.0705, 0.8134], [-7.0225, -1.5425, 0.6370], [-7.9429, -0.5792, -0.1600], [-7.3751, -2.6043, 1.0450], [-4.1772, -0.0165, -1.6979], [-3.9849, 1.1597, -1.3650], [-5.1975, -0.4144, -2.3153], [0.3343, -0.5801, -2.5226], [1.8564, -0.6768, -2.2411], [2.4385, -2.0615, -1.8332], [3.9538, -1.8058, -1.4798], [4.6822, -1.2565, -2.5769], [6.0360, -1.0755, -2.1242], [-0.1506, 0.7237, -2.7136], [0.7393, 1.7166, -3.1873], [1.4257, 2.5908, -2.0436], [2.9041, 2.9900, -2.5386], [3.3655, 4.3118, -2.3445], [3.7961, 2.0939, -3.1477], [-0.1779, 2.7437, -3.9704], [-1.4423, 3.1790, -3.1525], [-1.3576, 4.7370, -2.8026], [-2.7260, 3.0394, -4.0566], [-0.0030, -1.4442, -4.1700], [0.4372, -2.8401, -4.2030], [0.8760, -0.7605, -5.1228], [-1.7242, -1.2133, -4.8468], [-1.5695, -0.8571, -6.1580], [-2.4335, -0.2198, -4.3019], [-2.6471, -2.5115, -4.8819], [-2.6658, -3.0186, -6.1365], [-3.9101, -2.1179, -4.6491], [-2.3592, -3.4436, -3.9807], [0.9869, -3.1122, 2.8923], [1.7045, -1.8454, 3.9850], [-0.0456, -2.2617, 4.1245], [1.0059, -0.1673, 2.5648], [-0.6996, -0.8320, 2.4717], [0.7262, 1.0886, 0.7070], [-0.8996, -3.3277, 0.0865], [-3.2393, -1.9234, -1.9767], [-2.6542, -2.0307, 0.7093], [-3.4868, -0.4504, 0.7490], [-4.8073, -2.8964, 1.0399], [-5.1813, -2.4690, -0.7150], [-8.3580, -1.1706, -1.0007], [-8.7474, -0.1650, 0.4768], [-7.3179, 0.2351, -0.5783], [2.2154, 0.0555, -1.4808], [2.4188, -0.3905, -3.1602], [2.4520, -2.8237, -2.6334], [2.0186, -2.4741, -0.8910], [4.3981, -2.7622, -1.1109], [3.9332, -1.1057, -0.6018], [6.4308, -0.0783, -2.4064], [6.0891, -1.1252, -1.0097], [6.6852, -1.9069, -2.4848], [1.5044, 1.4241, -3.9285], [0.8824, 3.5383, -1.8552], [1.4369, 2.0009, -1.1050], [2.6712, 4.9084, -2.6646], [4.3526, 1.6358, -2.5005], [-0.4286, 2.2473, -4.9393], [0.4302, 3.6376, -4.2567], [-1.5666, 2.6659, -2.1810], [-0.7568, 5.3023, -3.5441], [-0.9592, 4.8118, -1.7677], [-2.4153, 5.0881, -2.7692], [-2.6643, 2.1849, -4.7572], [-3.6268, 2.9369, -3.4105], [-2.8939, 3.9548, -4.6726], [0.6630, -6.9207, 0.1236], [0.7321, -7.2270, -1.0384], [1.6478, -6.6466, -1.8288], [1.9342, -7.0520, -3.1679], [0.9781, -6.4042, -4.1510], [-0.2598, -8.1879, -1.6444], [1.9513, -8.1413, -3.2536], [2.9494, -6.7108, -3.3730], [-0.0538, -6.7090, -3.9701], [1.2436, -6.6734, -5.1749], [1.0087, -5.3177, -4.0524], [-1.1679, -7.6445, -1.9043], [-0.4961, -8.9481, -0.9007], [0.1123, -8.7174, -2.5189], [1.9232, 1.0953, 3.6656], [1.4095, 2.1725, 3.8306], [1.9162, 3.2470, 3.2058], [1.2800, 4.5318, 3.1734], [1.6245, 5.3416, 4.4071], [0.2608, 2.3491, 4.7892], [0.2048, 4.4332, 3.0221], [1.6675, 5.0376, 2.2924], [1.2649, 4.8603, 5.3185], [1.1841, 6.3380, 4.3454], [2.7074, 5.4391, 4.5068], [0.6542, 2.4527, 5.8004], [-0.3664, 1.4596, 4.7377], [-0.3828, 3.1946, 4.5585], [0.1866, -2.6109, 6.8362], [1.1244, -3.2927, 7.1465], [2.2551, -3.2408, 6.4153], [3.4835, -3.8676, 6.7913], [3.5162, -5.3185, 6.3560], [1.0327, -4.2756, 8.2877], [3.6732, -3.7462, 7.8601], [4.2703, -3.3183, 6.2738], [2.7317, -5.9012, 6.8412], [4.4803, -5.7698, 6.5963], [3.3491, -5.3948, 5.2807], [0.5634, -5.1919, 7.9307], [0.4128, -3.8355, 9.0677], [1.9891, -4.5113, 8.7495], [0.0281, 5.4938, 0.2984], [-0.1249, 6.6700, 0.4826], [0.3031, 7.2312, 1.6392], [0.3361, 8.6400, 1.8842], [-1.0047, 9.1437, 2.3780], [-0.8672, 7.5227, -0.5139], [0.6886, 9.1813, 1.0042], [1.0862, 8.7915, 2.6614], [-1.7880, 8.9959, 1.6335], [-0.9510, 10.2072, 2.6165], [-1.3091, 8.5968, 3.2718], [-1.9384, 7.4181, -0.3429], [-0.6281, 7.1644, -1.5144], [-0.5939, 8.5756, -0.4886]]
}

=====

Electronic energy, record by record: -79447.386; -12927.014; -91138.648; -120151.303 eV